C2H2Cl4Si | ωB97M-V/def2-TZVPD

```
9
Properties=species:S:1:pos:R:3:forces:R:3
Cl 2.65373 -2.66352 0.89404 -0.119 -0.253 0.749
Cl 3.96692 -1.69116 -1.84327 -0.669 -0.012 -0.024
Cl 0.53644 -0.57551 -3.21148 0.630 -0.070 2.686
Cl 1.44045 -3.81482 -1.91791 -0.671 -0.800 -0.511
Si 2.16823 -2.24133 -1.01441 1.040 2.148 -0.025
C 0.16355 -0.15519 -0.02426 1.413 -1.131 -0.265
C 1.02228 -0.74114 -0.79831 -0.375 -1.123 -3.280
H 0.43409 -0.58208 0.95940 -0.825 0.935 0.219
H -0.59373 0.50968 -0.38020 -0.424 0.306 0.452
```
Positions in Å, forces in eV/Å.

Calculated values
LUMO level in Eh: -0.049
Total charge: 0
Kohn-Sham gap in Eh: 0.3296

C2H2Cl4Si | ωB97M-V/def2-TZVPD

```
9
Properties=species:S:1:pos:R:3:forces:R:3
Cl -3.28117 -1.38721 1.56103 -0.101 0.445 0.216
Cl -2.83538 -0.64716 -1.48386 -0.456 0.314 -0.536
Cl -4.18666 1.67313 0.60658 -0.845 1.160 0.124
Cl 2.12681 -0.39350 -0.43746 1.482 -0.239 -0.509
Si -2.90728 0.22579 0.34569 4.411 -2.156 -0.004
C -0.15558 0.45892 0.23858 -3.483 -1.198 0.362
C 0.59440 -0.63764 0.29719 -0.508 1.389 0.082
H 0.55891 -1.63726 0.73587 -0.805 0.606 -0.011
H 0.01441 1.37800 -0.31585 0.305 -0.321 0.276
```
Positions in Å, forces in eV/Å.

Calculated values
LUMO level (alpha / beta) in Eh: -0.035 / -0.035
Total charge: 0
Kohn-Sham gap (alpha / beta) in Eh: 0.3009 / 0.3009

C2H2Cl7Mg | ωB97M-V/def2-TZVPD

```
12
Properties=species:S:1:pos:R:3:forces:R:3
Cl 23.74193 23.73204 -5.72774 -0.034 0.198 -0.126
Cl 20.11332 27.01028 -3.12495 -0.208 0.061 0.045
Cl 24.29273 21.25277 -4.36364 0.145 -0.288 0.036
Cl 21.11919 23.83384 -1.43703 -0.046 -0.266 1.103
Cl 21.45266 26.85701 -5.70166 -0.074 0.094 -0.156
Cl 22.98529 27.28468 -3.28403 0.227 0.148 0.106
Cl 24.48702 23.76476 -2.92686 -0.033 0.037 0.062
Mg 21.13331 23.35917 0.70249 0.034 0.270 -1.112
C 21.57039 26.52840 -3.98911 0.077 -0.227 0.005
C 23.65145 22.87284 -4.20706 -0.064 -0.071 -0.021
H 21.68181 25.45961 -3.86591 0.004 -0.065 -0.021
H 22.60875 22.77317 -3.93567 -0.029 0.108 0.078
```
Positions in Å, forces in eV/Å.

Calculated values
LUMO level in Eh: -0.303
Total charge: +1
Kohn-Sham gap in Eh: 0.1815

C2H2ClF2NS | ωB97M-V/def2-TZVPD

```
9
Properties=species:S:1:pos:R:3:forces:R:3
Cl 0.68666 0.52383 2.01912 0.515 1.027 -0.715
S -0.15451 1.48933 -1.63733 -1.005 3.233 -0.443
F -1.41329 0.30755 0.52359 0.175 -0.508 0.481
F -0.47018 -1.42904 1.34769 -0.772 -2.287 -0.009
N 0.44628 0.03556 -1.63867 0.980 -2.585 0.922
C -0.19965 -0.32441 0.69639 -1.762 1.258 2.731
C 0.43518 -0.62762 -0.54867 2.390 -1.440 -1.849
H 1.05027 -1.53622 -0.45728 -0.486 0.179 -0.394
H -0.38077 1.56103 -0.30485 -0.036 1.123 -0.723
```
Positions in Å, forces in eV/Å.

Calculated values
Structure (SMILES): FC(F)(Cl)/C=N\S
LUMO level in Eh: -0.010
Total charge: 0
Kohn-Sham gap in Eh: 0.3380

C2H2ClF2P | ωB97M-V/def2-TZVPD

```
8
Properties=species:S:1:pos:R:3:forces:R:3
Cl 0.67058 -1.74107 -1.00576 -0.021 -0.352 0.349
P -1.71859 0.08422 -0.58881 -0.845 1.084 0.769
F 0.70920 0.15561 1.75618 -0.198 -0.155 0.097
F 0.20679 1.85237 0.48211 0.757 -1.179 -0.694
C -0.17956 -0.41616 -0.31825 1.748 1.316 -0.553
C 0.75444 0.57149 0.43000 -2.220 -0.085 2.194
H 1.80915 0.58058 0.31526 0.830 0.299 -1.507
H -2.25201 -1.08704 -1.07072 -0.051 -0.928 -0.655
```
Positions in Å, forces in eV/Å.

Calculated values
Structure (SMILES): [H]/P=C(\Cl)C(F)F
LUMO level in Eh: -0.024
Total charge: 0
Kohn-Sham gap in Eh: 0.3393

C2H2ClF3 | ωB97M-V/def2-TZVPD

```
8
Properties=species:S:1:pos:R:3:forces:R:3
Cl -3.02387 -0.37114 -1.08253 -0.252 -2.081 -0.586
F 1.84838 -1.34818 -0.59542 -0.878 -0.478 -0.324
F -2.47608 1.75620 -0.12978 1.005 0.749 1.360
F 2.58595 0.14565 0.68613 1.595 1.393 0.854
C 1.45086 -0.34068 0.21871 1.851 -3.616 2.586
C -2.20227 0.47151 0.06620 -0.754 1.330 -0.769
H 0.93701 0.34810 -0.25266 -2.404 3.495 -3.012
H 0.88002 -0.66146 1.08934 -0.163 -0.792 -0.109
```
Positions in Å, forces in eV/Å.

Calculated values
LUMO level (alpha / beta) in Eh: 0.032 / -0.099
Total charge: 0
Spin multiplicity: 3
Kohn-Sham gap (alpha / beta) in Eh: 0.3520 / 0.3601

For the records above, the corresponding energy relative to the best compared isomer or geometry (same formula, charge and spin) values read 47.1, 75.3, 0.0, 19.3, 0.0, 12.1 kcal/mol.